# 1
Below is an isolated molecule of C15H17NO2 at a distorted geometry, with properties calculated with ωB97M-V/def2-TZVPD.

Positions of all 35 atoms, in Å:
C (-1.15, -3.04, -1.38)
O (-0.35, -1.91, -0.85)
C (-1.13, -0.89, -0.53)
C (-2.51, -0.82, -0.88)
C (-3.17, 0.48, -0.32)
C (-2.47, 1.45, 0.39)
C (-2.97, 3.05, 0.57)
C (-1.05, 1.37, 0.33)
C (-0.48, 0.18, 0.01)
N (0.99, -0.08, 0.33)
C (1.50, -0.78, 1.34)
C (0.59, -1.66, 2.09)
C (2.86, -0.97, 1.11)
C (3.05, 0.21, 0.07)
C (4.45, 0.51, -0.15)
O (4.72, 1.23, -1.25)
C (1.89, 0.76, -0.34)
C (1.69, 1.61, -1.42)
H (-1.46, -2.72, -2.43)
H (-2.03, -3.56, -0.86)
H (-0.50, -3.89, -1.63)
H (-3.11, -1.36, -1.17)
H (-4.20, 0.68, -0.68)
H (-4.17, 2.79, 0.65)
H (-2.63, 3.63, 0.00)
H (-2.72, 3.28, 1.57)
H (-0.42, 1.93, 0.92)
H (0.02, -2.48, 1.80)
H (1.24, -2.25, 3.06)
H (-0.19, -1.06, 2.75)
H (3.65, -1.20, 1.77)
H (5.16, 0.04, 0.46)
H (1.25, 2.50, -0.94)
H (2.63, 1.85, -2.24)
H (1.04, 1.11, -2.17)

Results
Spin multiplicity ... 1
HOMO level ... -8.3 eV
ΔE to the lowest compared entry with this formula, charge and spin ... 10.978 eV
Energy ... -786.6604 hartree
Lowest unoccupied orbital energy ... 0.419 eV
Gap between HOMO and LUMO ... 8.76 eV

# 2
Below is a cluster of 5 separate species, C25H36F12N2O11P in total at a distorted geometry, with properties calculated with ωB97M-V/def2-TZVPD.

Positions of all 87 atoms, in Å:
C (-1.94, 0.59, -0.23)
C (-1.10, 0.92, 1.00)
C (0.25, 1.61, 0.64)
C (0.48, 2.91, 1.43)
C (0.51, 2.71, 2.97)
C (1.65, 1.86, 3.41)
C (1.64, 0.50, 3.20)
C (2.75, -0.23, 3.59)
N (3.81, 0.28, 4.15)
N (3.75, 1.56, 4.36)
C (2.77, 2.38, 4.04)
P (2.97, 4.16, 4.44)
O (3.39, 4.88, 3.26)
O (1.63, 4.70, 5.11)
O (4.08, 4.20, 5.61)
H (-1.50, -0.26, -0.75)
H (-2.03, 1.45, -0.89)
H (-2.94, 0.30, 0.08)
H (-0.84, -0.02, 1.51)
H (-1.67, 1.52, 1.72)
H (0.16, 1.90, -0.42)
H (1.10, 0.93, 0.73)
H (1.36, 3.44, 1.07)
H (-0.39, 3.54, 1.22)
H (0.53, 3.70, 3.42)
H (-0.42, 2.21, 3.27)
H (0.80, 0.01, 2.74)
H (2.75, -1.29, 3.40)
H (4.57, 1.98, 4.80)
H (1.89, 5.39, 5.75)
H (3.72, 3.77, 6.40)
C (0.40, -5.66, 0.76)
C (0.86, -4.42, 1.49)
O (1.46, -3.47, 0.57)
C (0.61, -2.69, -0.10)
O (-0.58, -2.71, -0.01)
C (1.39, -1.72, -0.99)
F (2.40, -2.31, -1.65)
F (1.94, -0.72, -0.25)
F (0.62, -1.14, -1.90)
H (1.23, -6.10, 0.20)
H (0.03, -6.40, 1.46)
H (-0.39, -5.43, 0.05)
H (1.64, -4.67, 2.21)
H (0.05, -3.95, 2.03)
C (-6.58, -6.42, 1.70)
C (-5.21, -6.82, 1.21)
O (-4.19, -5.96, 1.75)
C (-3.77, -6.25, 2.97)
O (-4.15, -7.14, 3.66)
C (-2.66, -5.27, 3.38)
F (-2.96, -4.00, 3.06)
F (-1.50, -5.57, 2.75)
F (-2.43, -5.30, 4.69)
H (-6.77, -5.37, 1.47)
H (-7.35, -7.02, 1.22)
H (-6.67, -6.54, 2.78)
H (-5.15, -6.71, 0.13)
H (-4.99, -7.86, 1.44)
C (3.46, -1.25, -4.14)
C (3.91, -0.02, -3.37)
O (4.50, 0.96, -4.24)
C (3.66, 1.75, -4.88)
O (2.46, 1.73, -4.79)
C (4.44, 2.77, -5.73)
F (5.44, 2.18, -6.39)
F (4.97, 3.72, -4.94)
F (3.64, 3.36, -6.62)
H (4.29, -1.67, -4.71)
H (3.09, -2.00, -3.46)
H (2.67, -1.00, -4.85)
H (4.68, -0.29, -2.65)
H (3.08, 0.42, -2.81)
C (-0.89, 5.96, -4.02)
C (-1.32, 4.62, -4.58)
O (-2.30, 3.99, -3.72)
C (-3.56, 4.40, -3.88)
O (-3.94, 5.22, -4.66)
C (-4.48, 3.60, -2.94)
F (-3.96, 3.50, -1.71)
F (-4.67, 2.35, -3.41)
F (-5.68, 4.17, -2.83)
H (-0.53, 5.85, -3.00)
H (-0.09, 6.38, -4.63)
H (-1.72, 6.66, -4.00)
H (-0.48, 3.93, -4.61)
H (-1.71, 4.71, -5.59)

Results
Spin multiplicity ... 1
HOMO level ... -12.7 eV
Energy ... -3451.0086 hartree
Lowest unoccupied orbital energy ... -5.047 eV
Gap between HOMO and LUMO ... 7.69 eV
Total charge ... +1

# 3
Below is a structure of composition C5H12O at a distorted geometry, with properties calculated with ωB97M-V/def2-TZVPD.

Positions of all 18 atoms, in Å:
C (1.83, 0.05, 0.08)
O (1.62, 1.36, -0.24)
C (0.72, -1.06, -0.06)
C (-0.33, -1.16, -1.03)
C (-1.72, -0.02, -0.27)
C (-1.15, 1.31, -0.47)
H (1.98, 0.05, 1.17)
H (2.74, -0.28, -0.45)
H (0.82, -0.27, 2.59)
H (0.71, 0.49, 2.51)
H (0.89, -1.91, 0.59)
H (-0.85, -2.11, -1.18)
H (-0.23, -0.61, -1.92)
H (-1.45, -0.48, 0.64)
H (-2.73, -0.32, -0.63)
H (-1.40, 1.96, 0.43)
H (-0.01, 1.26, -0.35)
H (-1.44, 1.73, -1.42)

Results
Spin multiplicity ... 1
HOMO level ... -7.8 eV
ΔE to the lowest compared entry with this formula, charge and spin ... 7.280 eV
Energy ... -272.6811 hartree
Lowest unoccupied orbital energy ... -1.685 eV
Gap between HOMO and LUMO ... 6.11 eV

# 4
Below is a cluster of 2 separate species, C10H21N2 in total at a distorted geometry, with properties calculated with ωB97M-V/def2-TZVPD.

Positions of all 33 atoms, in Å:
C (1.95, -0.38, 1.64)
C (-1.82, 0.70, -0.03)
C (-2.75, -0.52, 0.10)
C (-0.95, -0.16, -0.92)
C (-2.35, 2.06, -0.62)
C (-2.81, -0.98, 1.53)
C (0.24, 0.30, -1.46)
C (2.18, -1.91, -1.21)
C (2.57, 1.58, 0.59)
C (2.20, -0.41, -0.84)
N (-1.73, -1.26, -0.73)
N (2.56, 0.11, 0.37)
H (1.13, -1.08, 1.35)
H (2.78, -0.83, 2.16)
H (-1.44, 1.05, 0.98)
H (-3.82, -0.32, -0.22)
H (-3.22, 2.16, 0.09)
H (-2.80, 1.82, -1.53)
H (-1.56, 2.74, -0.50)
H (-1.87, -1.11, 1.89)
H (-3.38, -2.00, 1.65)
H (-3.46, -0.30, 2.02)
H (1.64, 0.41, 2.17)
H (0.49, 1.29, -1.25)
H (0.71, 0.04, -2.47)
H (1.93, -2.13, -2.19)
H (1.52, -2.55, -0.75)
H (3.09, -2.32, -0.88)
H (2.82, 2.06, -0.40)
H (3.45, 1.71, 1.19)
H (1.68, 2.05, 0.95)
H (2.71, 0.29, -1.47)
H (-1.68, -2.11, -1.23)

Results
Spin multiplicity ... 1
HOMO level ... -12.1 eV
ΔE to the lowest compared entry with this formula, charge and spin ... 3.534 eV
Energy ... -502.7384 hartree
Lowest unoccupied orbital energy ... -3.743 eV
Gap between HOMO and LUMO ... 8.32 eV
Total charge ... +1

# 5
Below is an isolated molecule of CH2N2S3 at a distorted geometry, with properties calculated with ωB97M-V/def2-TZVPD.

Positions of all 8 atoms, in Å:
C (-0.48, -0.35, -0.08)
N (0.18, 0.68, 0.06)
N (2.54, -1.25, -0.64)
S (-0.21, -2.04, 0.56)
S (2.99, -1.24, 0.69)
S (1.13, -1.72, 2.02)
H (-1.51, -0.18, -0.58)
H (1.04, 0.76, 0.57)

Results
Spin multiplicity ... 1
HOMO level ... -9.0 eV
ΔE to the lowest compared entry with this formula, charge and spin ... 0.730 eV
Energy ... -1343.2881 hartree
Lowest unoccupied orbital energy ... -1.334 eV
Gap between HOMO and LUMO ... 7.65 eV

# 6
Below is a cluster of 2 separate species, C9H18N2O2 in total at a distorted geometry, with properties calculated with ωB97M-V/def2-TZVPD.

Positions of all 31 atoms, in Å:
N (4.23, -0.88, 2.21)
C (4.16, -0.35, 0.94)
C (3.33, 1.07, 0.64)
N (1.87, 0.69, 0.60)
C (1.46, 0.02, -0.73)
C (0.14, -0.89, -0.38)
C (-1.00, -0.15, 0.54)
C (-0.63, 1.35, 1.06)
C (0.90, 1.85, 0.78)
H (3.71, -0.27, 2.90)
H (4.69, -0.92, 0.06)
H (3.60, 1.92, 1.40)
H (3.69, 1.43, -0.44)
H (1.69, -0.04, 1.35)
H (2.35, -0.65, -1.16)
H (1.22, 0.84, -1.56)
H (0.53, -1.82, 0.25)
H (-0.32, -1.35, -1.38)
H (-2.02, -0.06, -0.08)
H (-1.20, -0.83, 1.49)
H (-0.80, 1.36, 2.24)
H (-1.40, 2.15, 0.62)
H (0.88, 2.53, -0.19)
H (1.23, 2.56, 1.66)
C (-5.17, -1.69, -1.77)
C (-3.87, -0.91, -1.92)
O (-4.00, 0.32, -2.16)
O (-2.82, -1.60, -1.78)
H (-6.04, -1.04, -1.89)
H (-5.21, -2.48, -2.52)
H (-5.21, -2.14, -0.77)

Results
Spin multiplicity ... 1
HOMO level ... -6.6 eV
ΔE to the lowest compared entry with this formula, charge and spin ... 6.337 eV
Energy ... -613.4899 hartree
Lowest unoccupied orbital energy ... -1.228 eV
Gap between HOMO and LUMO ... 5.35 eV

- Look up the gap between HOMO and LUMO of the sixth one.
  5.35 eV